Version one
This record from the Open Molecules 2025 dataset describes a molecular structure, C2H4Cl2S. The level of theory is the ωB97M-V functional and the def2-TZVPD basis.

Calculated values
Kohn-Sham gap (alpha / beta) ... 6.64 / 9.03 eV
Molar mass ... 131.03 g mol⁻¹
HOMO level (alpha / beta) ... -8.355 / -9.522 eV
LUMO level (alpha / beta) ... -1.72 / -0.49 eV

```
! RIJCOSX wB97M-V def2-TZVPD def2/J DEFGRID3
* xyz 0 1
H -1.37 0.21 0.82
Cl 1.41 0.13 0.67
Cl 0.76 -2.49 -0.43
H -1.84 -1.40 0.23
C -1.13 -0.58 0.12
S 2.13 2.37 -0.61
H -1.23 -0.18 -0.89
C 0.26 -1.06 0.36
H 1.01 2.99 -0.26
*
```

natural (NBO) population analysis, charges in e, atoms 1 to 8: 0.2358, 0.1638, 0.0551, 0.2381, -0.6882, -0.2478, 0.2327, -0.0896

***

Version two
This record from the Open Molecules 2025 dataset describes a single C2H4Cl2S molecule. The level of theory is the ωB97M-V functional and the def2-TZVPD basis.

Calculated values
Kohn-Sham gap (alpha / beta) ... 6.75 / 8.48 eV
Molar mass ... 131.03 g mol⁻¹
HOMO level (alpha / beta) ... -8.118 / -8.986 eV
LUMO level (alpha / beta) ... -1.37 / -0.51 eV

```
! RIJCOSX wB97M-V def2-TZVPD def2/J DEFGRID3
* xyz 0 1
C 0.32 1.36 -0.63
Cl -0.65 -0.36 1.32
H 1.26 1.13 -1.05
Cl -1.77 -0.19 -1.34
C -0.61 0.30 -0.18
S 0.55 -2.53 1.06
H 0.49 2.03 0.28
H 0.66 -3.57 2.04
H -0.24 1.84 -1.49
*
```

natural (NBO) population analysis, charges in e, atoms 1 to 8: -0.6795, 0.2960, 0.2408, 0.0564, -0.1404, -0.3829, 0.2351, 0.1316

***

version one is preferred energetically. Next in line: 73.5 kJ/mol higher.

***

Version one
This record from the Open Molecules 2025 dataset describes a molecular structure, C25H70AsF6O20S10. The level of theory is the ωB97M-V functional and the def2-TZVPD basis.

Calculated values
Kohn-Sham gap ... 8.44 eV
Molar mass ... 1200.40 g mol⁻¹
HOMO level ... -6.703 eV
LUMO level ... 1.74 eV

```
! RIJCOSX wB97M-V def2-TZVPD def2/J DEFGRID3
* xyz -1 1
H -2.06 27.61 0.49
O -8.65 16.98 -8.65
H -7.92 20.88 -7.79
F -4.37 21.72 -6.63
O -6.46 26.09 -7.43
C -8.64 23.01 -4.71
H 0.82 22.66 -8.52
H -10.20 21.25 -6.97
O -0.78 25.59 -1.84
C -2.09 15.25 -4.11
H -1.16 15.79 -3.92
C -1.86 24.97 -8.09
H -5.09 21.78 -4.29
O -1.69 26.10 -4.06
H -1.58 23.10 -2.30
H -7.39 24.14 -8.94
F -2.13 21.74 -5.66
H 1.71 22.14 -4.07
H -1.66 18.68 -0.69
H -1.12 20.35 -0.87
H -1.95 27.29 -2.04
H -8.67 24.81 -5.91
H -6.70 19.51 -6.59
O -4.25 25.18 -7.62
H -8.56 19.91 -9.09
H -5.70 23.54 -9.31
H -0.09 16.94 -12.27
H -5.13 20.65 -12.37
H -5.46 20.71 -2.94
C -6.70 23.31 -8.95
H -2.24 17.12 -11.18
C -1.29 26.99 0.01
H -9.40 24.96 -4.33
C -0.78 19.31 -0.85
H -2.05 25.76 -8.80
H -0.45 27.66 -0.16
O -5.78 23.37 -2.34
H -1.97 17.33 -6.07
H 0.16 17.58 -10.65
O 0.02 17.53 -2.63
C -4.11 20.37 -12.12
H -0.98 19.68 -4.46
H -6.00 15.11 -10.14
H -5.85 16.30 -8.85
H -8.49 22.33 -5.56
H -2.84 15.96 -6.67
H 1.59 20.82 -5.27
H -6.43 17.85 -11.26
H -6.98 14.96 -8.62
O -2.25 18.56 -12.74
O -4.44 27.46 -6.91
H -3.03 24.07 -2.64
O -4.10 18.88 -14.22
H -0.91 25.01 -7.55
C 1.21 21.80 -4.97
O -8.86 21.94 -9.39
H 0.99 21.11 -7.65
F -3.78 19.59 -7.78
H -8.68 17.48 -3.14
C -6.55 15.64 -9.36
H -2.30 23.27 -3.99
C -5.90 21.28 -3.76
H -10.09 19.59 -7.32
C -7.00 18.10 -10.36
H 0.21 18.65 -12.10
C -1.80 26.48 -1.33
H -2.65 25.77 -6.37
C 0.67 22.14 -7.58
H -2.37 14.67 -3.24
H -6.49 18.43 -9.46
H -5.95 18.74 -5.20
H -7.75 18.80 -10.71
C -9.30 24.29 -5.19
H -0.11 19.23 0.00
H -1.00 26.15 0.63
C -5.17 25.63 -5.23
C -1.75 18.05 -11.47
O -4.45 17.74 -12.08
H -1.96 18.75 -10.66
S -7.52 22.29 -10.16
H -2.08 18.77 -3.42
S 1.54 22.99 -6.26
H -5.76 26.32 -4.64
As -2.97 20.74 -6.78
S -6.79 22.56 -2.93
H -3.33 21.04 -12.46
C -0.28 17.80 -11.62
H -6.62 22.80 -8.00
S -3.41 16.42 -4.39
H -4.02 20.31 -11.03
C -7.85 17.50 -3.85
C -2.96 16.86 -6.06
H -2.97 24.02 -6.45
O -4.66 15.61 -4.50
H -10.31 24.13 -5.56
C -1.35 19.58 -3.44
O -7.35 23.38 -4.15
H -1.97 14.57 -4.96
C -10.07 20.56 -7.82
H -7.73 16.49 -4.25
O -7.91 23.15 -11.22
F -3.51 19.81 -5.43
C -2.07 23.74 -3.04
C -6.73 18.64 -5.94
H -1.86 23.98 -8.56
H -4.14 25.57 -4.89
O -6.89 21.04 -10.45
O 2.99 22.95 -6.58
H -9.28 22.50 -4.00
H -0.37 22.20 -7.28
O -8.61 19.91 -4.70
O -7.86 22.08 -2.14
S -5.16 26.23 -6.89
H -3.67 17.56 -6.47
S -7.95 16.63 -9.93
C -2.96 24.95 -7.02
F -2.57 21.63 -8.19
H 0.13 21.76 -4.82
S -8.40 18.53 -5.23
O 0.28 24.63 -3.75
H -2.76 25.96 -1.24
F -1.54 19.83 -7.02
S -3.82 18.77 -12.82
H -5.69 24.67 -5.19
H -6.62 17.69 -6.47
S 0.01 18.99 -2.42
H -6.97 17.94 -3.41
C -8.76 20.80 -8.49
S -0.99 25.10 -3.33
H -10.93 20.66 -8.48
H -1.65 20.57 -3.08
H -6.50 20.66 -4.41
*
```

Löwdin population analysis, charges in e, atoms 1 to 8: 0.0795, -0.5812, 0.1007, -0.2276, -0.2713, -0.2543, 0.0567, 0.0687

***

Version two
This record from the Open Molecules 2025 dataset describes a molecular structure, C25H70AsF6O20S10. The level of theory is the ωB97M-V functional and the def2-TZVPD basis.

Calculated values
Kohn-Sham gap ... 8.20 eV
Molar mass ... 1200.40 g mol⁻¹
HOMO level ... -6.762 eV
LUMO level ... 1.44 eV

```
! RIJCOSX wB97M-V def2-TZVPD def2/J DEFGRID3
* xyz -1 1
H -4.18 3.59 -0.43
H -4.62 -0.50 -3.60
C -1.83 -2.36 3.73
C 3.62 4.65 2.89
F -0.52 2.72 -1.44
C 0.54 -4.77 -2.36
H -4.62 3.78 -3.41
S 2.44 -2.49 3.13
C 5.52 -1.86 -1.19
H 0.42 2.50 4.39
F 0.01 0.46 -2.34
H 2.13 1.50 -2.69
H -1.97 0.80 7.33
H 1.86 -1.96 -1.66
H 4.17 4.96 -1.96
H 1.88 0.21 -6.64
H -1.01 5.65 1.04
H 2.98 -0.74 -1.13
H 6.32 -2.47 -0.78
H -3.55 -1.80 -4.37
F -0.62 1.76 0.93
O 1.23 -3.60 2.71
O 3.40 5.70 0.35
O 5.18 1.62 -2.73
H 4.46 4.05 2.55
H 1.90 -5.93 -1.15
H -5.49 -0.16 1.44
O -0.66 -5.43 -2.28
S -3.20 4.67 1.61
C 1.51 -4.70 1.98
S 2.51 5.23 1.56
H 3.12 -0.56 1.86
H 0.63 -4.39 -3.38
H -2.91 -2.97 -0.66
H 5.79 4.32 -2.36
C 2.37 -1.31 1.63
H 1.39 -0.83 1.66
C 2.28 -0.50 -5.92
F 1.38 1.10 -0.39
S 1.87 -2.26 -6.11
H -1.98 -1.31 4.00
H -2.93 4.35 -3.09
H -0.44 -1.59 -5.87
C -3.17 3.82 -0.09
H 3.15 -1.32 -2.82
H 0.62 -3.89 -1.73
H -0.82 4.09 1.88
O -2.28 3.53 4.41
H -3.71 4.56 -4.64
O -1.64 -3.28 -3.31
H 2.54 -5.07 2.06
O 1.92 -1.64 4.22
C -3.68 -0.76 -4.08
H -2.65 2.88 0.11
H 4.54 4.38 -3.59
O -4.45 -2.57 3.81
C -2.16 -3.75 -0.67
H 2.72 2.73 -3.88
H -2.78 1.88 -3.38
H 2.77 3.19 0.49
C -0.29 1.70 4.17
H 5.16 -1.12 -0.48
H -1.50 2.33 9.08
H -0.14 -3.10 -5.17
O -3.96 5.98 1.43
S -2.01 -4.36 -2.40
H -1.22 -3.34 -0.29
H 1.31 -4.53 0.92
H 1.92 -0.18 -4.95
H 0.72 -6.79 2.07
H -2.18 2.65 -4.79
H -0.46 -5.45 2.41
O -3.08 -4.19 2.29
H -3.61 -0.21 3.09
H 1.64 3.07 2.01
H -2.64 4.41 -0.83
C 1.94 3.57 1.09
O -3.46 -1.71 1.67
C 0.24 -2.07 -5.17
H 5.84 -1.53 -2.18
O 3.64 -3.56 -0.21
H -2.91 -0.53 -3.34
H -1.21 5.56 2.80
C -3.10 2.48 -4.24
H -0.49 1.45 3.13
O 2.81 -2.90 -5.08
O -2.06 0.51 -5.94
S -3.34 -2.87 2.90
C -3.38 -0.37 2.04
O -4.04 1.79 -4.93
S -1.85 2.22 4.94
C 2.62 2.46 -2.83
C -3.61 3.87 -3.80
H 1.94 3.22 -2.44
C 1.72 -5.76 -2.21
O -2.72 1.05 4.96
C 4.72 4.21 -2.53
H 0.47 -1.69 -4.18
H -0.95 -2.52 3.10
H 4.02 5.39 3.58
H -4.54 1.39 1.93
H -0.30 0.62 6.90
H -4.18 0.65 0.43
H 2.68 -5.34 -2.50
C 2.88 -1.59 -1.80
O -3.17 -5.20 -2.66
H 2.56 -1.79 0.67
H 0.76 -5.92 3.55
O -4.38 -0.12 -6.51
C -1.36 5.03 1.86
H 1.56 -6.72 -2.72
H -1.66 -3.01 4.59
H 3.02 4.00 3.53
F -2.19 0.85 -1.14
As -0.41 1.05 -0.71
S 4.26 2.54 -1.95
H 3.37 -0.51 -5.89
C -4.57 0.43 1.42
C -0.64 1.82 8.66
O -1.15 2.50 6.51
S 4.12 -3.02 -1.56
H -0.46 0.99 9.34
F -0.43 -0.65 0.00
C 0.57 -5.80 2.48
C -1.02 1.33 7.33
H 0.22 2.48 8.51
H -2.43 -4.72 -0.25
S -3.46 0.33 -5.50
H 0.15 0.78 4.54
H -2.39 0.04 1.83
H 1.07 3.68 0.44
O 3.74 -3.18 3.27
*
```

Löwdin population analysis, charges in e, atoms 1 to 8: 0.0510, 0.0802, -0.0978, -0.2723, -0.2852, -0.3386, 0.0756, 0.7475

***

version one is preferred energetically. Next in line: 439.0 kJ/mol higher.

***

Version one
This record from the Open Molecules 2025 dataset describes 2 unconnected molecules or ions with the total composition CH4N2O2. The level of theory is the ωB97M-V functional and the def2-TZVPD basis.

Calculated values
Kohn-Sham gap ... 10.73 eV
Molar mass ... 76.05 g mol⁻¹
HOMO level ... -10.194 eV
LUMO level ... 0.54 eV

```
! RIJCOSX wB97M-V def2-TZVPD def2/J DEFGRID3
* xyz 0 1
C -1.62 0.20 0.06
N 0.61 -0.72 -0.15
H -1.61 -0.56 0.87
O 2.56 0.23 0.27
H -2.01 -0.18 -0.91
N 1.37 0.24 -0.03
H 1.05 -1.61 0.15
O -1.17 1.31 -0.05
H 0.82 1.10 -0.20
*
```

natural (NBO) population analysis, charges in e, atoms 1 to 8: 0.3077, -0.4602, 0.1379, -0.4452, 0.1100, 0.2088, 0.3462, -0.5895

***

Version two
This record from the Open Molecules 2025 dataset describes a single CH4N2O2 molecule. The level of theory is the ωB97M-V functional and the def2-TZVPD basis.

Calculated values
Kohn-Sham gap (alpha / beta) ... 9.27 / 9.27 eV
Molar mass ... 76.05 g mol⁻¹
HOMO level (alpha / beta) ... -9.346 / -9.351 eV
LUMO level (alpha / beta) ... -0.08 / -0.08 eV

```
! RIJCOSX wB97M-V def2-TZVPD def2/J DEFGRID3
* xyz 0 1
N -2.40 -0.79 -0.03
N -1.14 0.17 0.06
H 1.26 1.23 0.08
H 1.96 0.00 0.81
O 0.07 -0.46 0.10
H 1.99 -0.06 -0.94
O -1.23 1.37 0.09
C 1.38 0.23 0.00
H -1.89 -1.69 -0.17
*
```

natural (NBO) population analysis, charges in e, atoms 1 to 8: -0.5308, 0.5510, 0.2034, 0.1998, -0.3543, 0.2049, -0.3193, -0.2633

***

Version three
This record from the Open Molecules 2025 dataset describes a single CH4N2O2 molecule. The level of theory is the ωB97M-V functional and the def2-TZVPD basis.

Calculated values
Kohn-Sham gap ... 10.96 eV
Molar mass ... 76.05 g mol⁻¹
HOMO level ... -10.171 eV
LUMO level ... 0.79 eV

```
! RIJCOSX wB97M-V def2-TZVPD def2/J DEFGRID3
* xyz 0 1
O 1.40 0.07 0.79
H -1.44 0.82 -0.24
N 0.31 -0.29 -0.22
N -0.94 -0.01 0.19
O -0.24 -0.09 -2.31
H 1.47 -0.73 1.18
H 1.74 -0.06 -1.64
C 0.68 -0.18 -1.53
H -1.55 -0.76 0.16
*
```

natural (NBO) population analysis, charges in e, atoms 1 to 8: -0.5621, 0.3660, -0.0581, -0.6313, -0.5780, 0.4583, 0.1495, 0.4911

***

Version four
This record from the Open Molecules 2025 dataset describes a single CH4N2O2 molecule. The level of theory is the ωB97M-V functional and the def2-TZVPD basis.

Calculated values
Kohn-Sham gap ... 11.60 eV
Molar mass ... 76.05 g mol⁻¹
HOMO level ... -10.683 eV
LUMO level ... 0.92 eV

```
! RIJCOSX wB97M-V def2-TZVPD def2/J DEFGRID3
* xyz 0 1
C -0.61 0.43 -0.16
H -1.12 0.22 0.79
O 0.42 -0.58 -0.21
N 2.70 -0.66 -0.14
H -1.23 -0.01 -1.03
O 1.69 1.20 0.47
N 1.75 0.06 0.07
H 2.47 -1.44 -0.75
H -0.12 1.42 -0.31
*
```

natural (NBO) population analysis, charges in e, atoms 1 to 8: -0.3005, 0.1941, -0.4261, -0.4275, 0.2009, -0.3910, 0.5534, 0.3613

***

version three is preferred energetically. Next in line: 88.7 kJ/mol higher.